DFT (the ωB97M-V functional and the def2-TZVPD basis) results for C19H46B2NO27 as an isolated structure in a non-equilibrium geometry.

Computed properties:
HOMO level in eV: -7.408
Kohn-Sham gap in eV: 8.6
Energy in Eh: -2887.6579

The geometry in ORCA input format:
```
! RIJCOSX wB97M-V def2-TZVPD def2/J DEFGRID3
* xyz -1 1
C -2.5358 -1.3333 7.9959
C -1.4168 -1.6323 7.1179
C -1.8788 -1.7223 5.6289
C -0.6598 -1.8403 4.7489
N -1.0348 -2.0663 3.2169
C -1.8428 -0.8153 2.8789
C -3.2918 -1.2763 2.6489
C -3.2658 -2.8213 2.8709
C -1.9128 -3.2133 3.0599
C 0.2282 -2.1043 2.4149
C 1.0052 -3.4633 2.6599
C 2.2732 -3.4153 1.8439
H -2.6948 -0.3443 7.6389
H -2.6748 -1.4963 9.0699
H -3.4148 -1.7843 7.8579
H -0.9778 -2.6073 7.4159
H -0.7058 -0.9703 7.2949
H -2.4988 -0.8993 5.4169
H -2.5108 -2.6143 5.4699
H -0.0128 -2.7773 5.0409
H -0.0228 -0.8303 4.9299
H -1.6178 -0.2703 1.7639
H -1.8428 -0.0613 3.6029
H -3.7638 -0.7863 1.8259
H -4.2278 -1.0123 3.4439
H -3.9408 -3.2463 2.1039
H -3.9308 -3.0413 3.7299
H -1.6548 -3.4253 1.9679
H -1.6978 -4.0433 3.6619
H 0.7802 -1.2683 2.9219
H 0.0782 -1.7523 1.3319
H 0.2802 -4.2713 2.1879
H 1.2412 -3.6193 3.6429
H 2.1802 -3.3903 0.7689
H 2.6782 -4.3453 2.0899
H 2.9342 -2.5323 1.9969
O 1.2262 0.7267 0.9199
C 1.3692 0.7517 -0.2911
O 0.9272 1.7007 -0.9381
B 1.4372 1.5277 -2.2581
O 2.0552 0.1937 -2.3101
C 2.1192 -0.1443 -1.1041
O 2.6892 -1.2203 -0.7651
O 2.3152 2.7027 -2.7221
C 1.7652 3.2027 -3.7251
O 2.2902 3.9817 -4.4201
C 0.5242 2.5287 -3.9401
O 0.3572 1.5377 -3.2781
O -0.2178 2.8417 -4.8531
O -3.1748 2.2627 -1.1771
C -2.6298 1.3157 -1.5861
O -2.0758 0.4407 -0.9041
B -1.9948 -0.7863 -1.5991
O -2.1188 -0.3463 -3.0481
C -2.5298 0.8867 -3.0141
O -3.2268 1.3097 -3.9341
O -2.9588 -1.7083 -1.1851
C -2.4118 -2.7943 -0.9241
O -2.8998 -3.7213 -0.4001
C -0.9548 -2.5763 -1.0461
O -0.6898 -1.4203 -1.3741
O -0.1818 -3.5113 -1.0731
O 0.7792 4.2467 0.7059
H 0.1052 3.5647 0.5979
H 1.5812 3.7237 0.8109
O 2.7882 1.3357 3.0289
H 2.3472 1.0427 2.1959
H 2.9302 2.2317 2.8079
O 2.3162 6.6797 -4.3781
H 2.8872 7.0337 -3.6411
H 2.6792 5.8177 -4.4021
O 2.1792 -3.0393 -3.2451
H 2.3282 -2.6853 -2.3981
H 2.8442 -3.5373 -3.4021
O 3.2312 4.7167 -7.0621
H 3.2142 5.6637 -7.0931
H 2.6152 4.5237 -6.2621
O -1.2228 3.7457 -7.0541
H -0.5688 3.5327 -6.4541
H -2.1588 3.6847 -6.6111
O 4.7332 3.5577 -1.7891
H 4.9562 4.3337 -1.4851
H 3.7992 3.5587 -1.8191
O -0.0618 1.5257 -8.3151
H -0.2798 0.8167 -7.8551
H -0.4128 2.4347 -7.8081
O -1.4938 2.8877 1.1049
H -0.8748 2.1427 1.0589
H -2.3548 2.5667 0.3879
O 5.3062 -2.8233 0.0069
H 5.1912 -2.5093 0.9079
H 4.5572 -2.5003 -0.1981
O -0.8388 -0.5793 -5.4161
H -0.1458 0.0577 -4.9561
H -1.6148 -0.3443 -5.2771
*
```